(1)
Entry from OMol25: 2 unconnected molecules or ions with the total composition C6H10N in a non-equilibrium geometry (the ωB97M-V functional and the def2-TZVPD basis).

Atoms and positions in Å:
C  0.956  -4.089  -0.394
C  0.071  -3.271  -0.707
C  0.374  1.873  1.453
C  1.172  1.960  0.147
C  -0.852  0.095  -0.254
C  -0.194  1.304  0.251
N  -1.473  1.453  -0.550
H  0.632  -4.959  0.049
H  2.063  -4.172  -0.245
H  -0.362  -2.292  -0.857
H  0.734  1.208  2.147
H  0.072  2.830  1.893
H  1.230  3.013  -0.211
H  2.144  1.433  0.036
H  -0.464  -0.606  -1.042
H  -1.585  1.916  -1.402
H  -2.333  1.498  -0.014

Summary:
E = -7858.539 eV
2S+1 = 3
HOMO level (alpha / beta) = -10.9 / -13.4 eV
Expectation value of S² = 2.014
LUMO level (alpha / beta) = -3.34 / -6.22 eV
Charge = +1
Orbital gap (alpha / beta) = 7.6 / 7.2 eV

(2)
Entry from OMol25: a molecular structure, C47H46INO2PdS2 in a non-equilibrium geometry (the ωB97M-V functional and the def2-TZVPD basis).

Atoms and positions in Å:
Pd  -2.077  -1.312  0.180
C  -5.387  6.323  -0.857
C  -4.353  5.243  -0.996
C  -4.129  4.625  -2.220
C  -3.162  3.636  -2.353
C  -2.414  3.268  -1.248
C  -2.626  3.864  -0.006
C  -3.588  4.846  0.109
S  -1.180  2.024  -1.463
O  -1.545  0.911  -0.505
C  0.230  2.875  -0.732
C  0.330  4.272  -0.953
C  1.412  4.959  -0.501
C  2.450  4.300  0.201
C  3.596  5.002  0.650
C  4.608  4.344  1.283
C  4.510  2.954  1.518
C  3.418  2.253  1.100
C  2.360  2.905  0.411
C  1.237  2.181  -0.111
C  1.345  0.688  -0.100
C  2.237  0.078  -1.044
C  2.892  0.832  -2.053
C  3.757  0.231  -2.921
C  4.019  -1.155  -2.833
C  3.395  -1.908  -1.882
C  2.484  -1.314  -0.973
C  1.821  -2.090  0.010
C  0.930  -1.513  0.864
C  0.714  -0.115  0.811
S  -0.438  0.562  2.018
O  -1.428  -0.603  2.164
C  0.594  0.452  3.457
C  0.636  -0.699  4.230
C  1.409  -0.705  5.379
C  2.122  0.426  5.776
C  2.891  0.435  7.066
C  2.060  1.568  4.979
C  1.291  1.594  3.828
H  -6.198  6.187  -1.570
H  -4.938  7.299  -1.052
H  -5.801  6.348  0.150
H  -4.715  4.918  -3.082
H  -2.993  3.159  -3.311
H  -2.041  3.559  0.854
H  -3.751  5.324  1.067
H  -0.449  4.794  -1.491
H  1.489  6.025  -0.675
H  3.656  6.068  0.472
H  5.488  4.883  1.608
H  5.310  2.444  2.038
H  3.356  1.189  1.294
H  2.707  1.895  -2.131
H  4.252  0.820  -3.682
H  4.714  -1.613  -3.524
H  3.594  -2.970  -1.800
H  2.046  -3.148  0.085
H  0.458  -2.092  1.648
H  0.053  -1.566  3.951
H  1.448  -1.599  5.988
H  3.228  -0.563  7.338
H  2.255  0.800  7.874
H  3.755  1.096  7.008
H  2.604  2.455  5.277
H  1.238  2.493  3.225
I  -4.286  0.885  1.195
C  -4.031  -1.029  0.540
H  -4.490  -1.188  -0.431
H  -4.295  -1.733  1.314
C  -0.063  -0.754  -4.347
C  -0.107  -1.992  -3.497
C  0.587  -3.148  -3.876
C  0.553  -4.352  -3.143
C  1.322  -5.558  -3.607
C  -0.209  -4.400  -2.008
C  -0.967  -3.258  -1.569
C  -0.856  -2.050  -2.350
N  -1.777  -3.238  -0.514
C  -2.278  -4.478  0.150
C  -2.849  -5.458  -0.889
C  -1.160  -5.106  1.003
C  -3.406  -4.092  1.094
H  0.910  -0.639  -4.822
H  -0.271  0.137  -3.756
H  -0.811  -0.818  -5.140
H  1.181  -3.115  -4.784
H  2.086  -5.291  -4.334
H  0.648  -6.273  -4.082
H  1.800  -6.062  -2.769
H  -0.205  -5.305  -1.426
H  -1.439  -1.180  -2.060
H  -2.084  -6.009  -1.429
H  -3.470  -4.930  -1.614
H  -3.474  -6.182  -0.368
H  -0.311  -5.451  0.419
H  -1.571  -5.962  1.536
H  -0.798  -4.385  1.738
H  -4.269  -3.736  0.531
H  -3.077  -3.326  1.795
H  -3.715  -4.966  1.665

Summary:
E = -88305.431 eV
2S+1 = 1
HOMO level = -12.7 eV
LUMO level = -8.51 eV
Charge = +2
Orbital gap = 4.2 eV

Repeat the first record exactly.
Entry from OMol25: 2 unconnected molecules or ions with the total composition C6H10N in a non-equilibrium geometry (the ωB97M-V functional and the def2-TZVPD basis).

Atoms and positions in Å:
C  0.956  -4.089  -0.394
C  0.071  -3.271  -0.707
C  0.374  1.873  1.453
C  1.172  1.960  0.147
C  -0.852  0.095  -0.254
C  -0.194  1.304  0.251
N  -1.473  1.453  -0.550
H  0.632  -4.959  0.049
H  2.063  -4.172  -0.245
H  -0.362  -2.292  -0.857
H  0.734  1.208  2.147
H  0.072  2.830  1.893
H  1.230  3.013  -0.211
H  2.144  1.433  0.036
H  -0.464  -0.606  -1.042
H  -1.585  1.916  -1.402
H  -2.333  1.498  -0.014

Summary:
E = -7858.539 eV
2S+1 = 3
HOMO level (alpha / beta) = -10.9 / -13.4 eV
Expectation value of S² = 2.014
LUMO level (alpha / beta) = -3.34 / -6.22 eV
Charge = +1
Orbital gap (alpha / beta) = 7.6 / 7.2 eV

- The lowest charge belongs to which entry?
  C6H10N

- charge of number 2 (C47H46INO2PdS2)?
  +2